1.
9
Properties=species:S:1:pos:R:3 method="wB97M-V/def2-TZVPD" lumo_ev="-0.54 / -0.54" smiles="[O-][N+]#P.CN=O"
O -1.438 -2.047 0.692
N -1.897 -1.072 0.133
P -2.409 0.269 -0.287
C 1.252 0.198 -0.242
N 0.122 1.090 -0.076
O 0.110 1.893 0.838
H 1.515 -0.230 0.677
H 2.054 0.569 -1.011
H 0.690 -0.671 -0.724


2.
70
Properties=species:S:1:pos:R:3 method="wB97M-V/def2-TZVPD" charge=+1 lumo_ev=-2.15 smiles=N[C@@H]1[C@@H](O)[C@@H](O[C@@H]2[C@@H](O)[C@H](O[C@H]3O[C@H](C[NH3+])[C@@H](O)C[C@H]3N)[C@@H](N)C[C@H]2N)O[C@H](CO)[C@H]1O
N -1.629 -2.969 -1.359
C -0.661 -2.391 -0.420
C 0.646 -3.203 -0.334
O 1.184 -3.392 -1.612
C 1.618 -2.427 0.583
O 1.947 -1.267 -0.138
C 2.972 -0.444 0.410
C 2.411 0.823 1.078
O 3.441 1.585 1.634
C 1.557 1.662 0.087
O 0.185 1.416 0.388
C -0.741 2.365 -0.073
O -1.323 1.970 -1.286
C -2.150 0.837 -1.129
C -2.397 0.222 -2.508
N -3.153 -1.038 -2.340
C -3.451 1.265 -0.430
O -4.365 0.182 -0.340
C -3.088 1.795 0.956
C -1.813 2.664 1.021
N -1.223 2.450 2.341
C 1.909 1.376 -1.382
N 1.421 2.460 -2.212
C 3.429 1.170 -1.503
C 3.947 -0.046 -0.718
N 5.220 0.317 -0.105
O 1.069 -2.174 1.837
C -0.153 -1.453 1.795
C -0.603 -1.158 3.232
O -1.669 -0.239 3.229
C -1.214 -2.234 0.999
O -2.448 -1.551 0.990
H -1.095 -3.404 -2.112
H -2.161 -3.704 -0.899
H -0.382 -1.406 -0.812
H 0.457 -4.196 0.087
H 1.692 -2.600 -1.837
H 2.518 -3.027 0.787
H 3.519 -1.014 1.172
H 1.755 0.542 1.909
H 4.260 1.435 1.125
H 1.780 2.718 0.296
H -0.219 3.296 -0.323
H -1.647 0.106 -0.485
H -2.968 0.930 -3.111
H -1.443 0.041 -3.004
H -3.913 -0.798 -1.653
H -3.552 -1.352 -3.223
H -2.527 -1.863 -1.903
H -3.948 2.032 -1.033
H -4.060 -0.409 0.368
H -3.925 2.363 1.364
H -2.928 0.935 1.607
H -2.107 3.712 0.852
H -1.787 2.911 3.048
H -0.288 2.839 2.387
H 1.387 0.464 -1.689
H 1.930 3.315 -2.014
H 1.546 2.248 -3.195
H 3.921 2.067 -1.119
H 3.693 1.069 -2.558
H 4.028 -0.915 -1.395
H 5.642 -0.473 0.372
H 5.877 0.638 -0.808
H -0.003 -0.490 1.285
H 0.255 -0.787 3.801
H -0.967 -2.069 3.714
H -1.343 0.658 2.978
H -1.348 -3.232 1.450
H -2.527 -1.154 1.883


3.
10
Properties=species:S:1:pos:R:3 method="wB97M-V/def2-TZVPD" lumo_ev=0.95 smiles="O=C1CNC1"
O -1.750 0.223 -1.293
C -0.815 -0.031 -0.589
C -0.541 -0.037 0.924
N 0.892 0.227 0.622
C 0.701 -0.239 -0.777
H -1.046 0.675 1.580
H -0.654 -1.046 1.335
H 1.012 1.237 0.587
H 1.259 0.296 -1.547
H 0.942 -1.305 -0.843


4.
86
Properties=species:S:1:pos:R:3 method="wB97M-V/def2-TZVPD" charge=+5 lumo_ev=-13.95
Cu -2.457 3.159 0.255
Sr 7.843 0.353 -4.528
Ba 4.974 -6.454 -4.579
Ba -1.815 -2.677 -6.677
O -6.424 0.388 -2.317
C -5.444 -0.409 -2.656
O -4.254 -0.044 -2.537
O -5.780 -1.491 -3.126
H -6.986 -0.006 -2.988
O 1.823 -0.146 -1.594
C 2.468 -1.179 -2.107
O 1.786 -2.057 -2.631
O 3.712 -1.370 -2.064
H 0.919 -0.332 -1.859
C -1.886 6.413 -1.352
O -1.071 6.071 -0.246
C 0.328 6.222 -0.228
C 0.789 6.691 1.090
N 0.541 5.562 2.030
C 0.643 6.035 3.458
C 0.060 4.913 4.386
O -0.012 5.397 5.764
C 1.068 5.670 6.511
H -1.247 6.736 -2.174
H -2.538 7.278 -1.230
H -2.418 5.522 -1.683
H 0.711 7.024 -0.859
H 0.968 5.349 -0.352
H 0.237 7.573 1.413
H 1.839 6.983 1.072
H 1.408 5.055 1.932
H -0.108 6.825 3.473
H 1.574 6.427 3.869
H 0.672 4.012 4.345
H -0.966 4.688 4.097
H 1.619 4.732 6.582
H 0.986 6.151 7.486
H 1.756 6.376 6.046
C 6.848 -7.242 -0.381
O 6.626 -8.401 -1.163
C 7.492 -9.444 -0.909
C 8.469 -9.594 -2.129
N 7.736 -9.780 -3.388
C 8.652 -9.775 -4.642
C 7.931 -10.176 -5.921
O 7.204 -9.017 -6.258
C 6.580 -8.923 -7.607
H 6.072 -6.493 -0.539
H 7.753 -6.663 -0.562
H 6.714 -7.413 0.687
H 6.940 -10.355 -0.679
H 8.139 -9.185 -0.071
H 9.082 -10.474 -1.931
H 9.098 -8.705 -2.173
H 7.398 -10.730 -3.434
H 9.332 -10.508 -4.208
H 9.095 -8.781 -4.703
H 7.253 -11.026 -5.838
H 8.525 -10.532 -6.762
H 5.843 -9.721 -7.705
H 7.233 -9.180 -8.441
H 6.163 -7.939 -7.819
C -4.404 0.267 3.023
O -5.018 1.572 3.252
C -6.437 1.575 3.550
C -7.097 3.026 3.629
N -6.773 3.679 2.387
C -7.236 5.102 2.314
C -8.673 5.473 2.778
O -8.994 6.771 2.474
C -10.391 7.159 2.676
H -3.326 0.388 2.917
H -4.845 -0.342 2.234
H -4.674 -0.413 3.832
H -6.547 1.148 4.547
H -6.935 0.969 2.793
H -6.836 3.432 4.606
H -8.150 2.746 3.615
H -7.126 3.099 1.640
H -7.179 5.422 1.274
H -6.489 5.731 2.797
H -8.836 5.374 3.851
H -9.304 4.764 2.242
H -10.492 8.168 3.076
H -10.848 6.424 3.340
H -10.884 7.085 1.707


5.
100
Properties=species:S:1:pos:R:3 method="wB97M-V/def2-TZVPD" lumo_ev=0.01 multiplicity=3
C -1.188 -4.748 -3.389
C -0.786 -3.307 -3.264
H -1.584 -4.951 -4.392
H -2.007 -4.982 -2.691
H -0.377 -5.476 -3.208
C -1.179 -2.362 -4.135
C -2.132 -2.598 -5.242
H -0.824 -1.333 -4.039
H -3.138 -2.842 -4.869
H -1.837 -3.396 -5.943
H -2.268 -1.684 -5.825
Tm -1.653 1.731 1.457
Cl -3.503 2.687 2.802
C 0.706 2.852 -0.152
O -0.335 3.194 0.500
N 1.540 3.724 -0.688
C 1.354 5.160 -0.498
C 2.771 3.216 -1.308
H 1.003 1.799 -0.301
H 0.326 5.443 -0.773
H 2.089 5.651 -1.149
H 1.525 5.430 0.560
H 2.733 2.117 -1.273
H 3.659 3.548 -0.745
H 2.821 3.534 -2.364
H 0.916 1.300 6.898
H 2.109 -0.181 6.375
C 0.377 1.560 5.986
C 1.587 -0.544 5.486
N 0.794 0.573 4.999
H 0.647 2.576 5.667
C 0.285 0.592 3.774
O -0.470 1.533 3.395
H 2.302 -0.864 4.718
H 0.575 -0.245 3.116
H -0.706 1.505 6.173
H 0.948 -1.397 5.769
H -2.629 -1.450 -1.477
H -2.502 0.260 -4.228
C -3.571 -0.987 -1.803
C -3.398 0.657 -3.726
N -3.371 0.375 -2.296
H -4.256 -0.984 -0.945
C -3.170 1.361 -1.430
O -2.874 1.120 -0.225
H -3.415 1.747 -3.850
H -3.296 2.382 -1.812
H -3.993 -1.599 -2.601
H -4.290 0.213 -4.185
O -0.889 -2.999 -0.838
C -0.031 -2.941 -1.995
C -0.049 -0.403 -2.057
C 0.681 -1.591 -2.134
H -1.006 -0.414 -1.531
C 0.384 0.729 -2.755
H 0.734 -3.723 -1.889
C 2.000 -1.542 -2.614
H -0.267 1.605 -2.773
C 1.615 0.724 -3.413
C 2.455 -0.390 -3.261
H 2.604 -2.454 -2.536
H 1.905 1.575 -4.038
H 3.461 -0.397 -3.682
Si -1.384 -4.190 0.189
Cl -0.114 0.077 0.818
C -3.055 -3.382 0.485
C -0.388 -3.729 1.753
C -1.157 -5.973 -0.196
H -3.655 -3.396 -0.437
H -2.925 -2.315 0.762
H -3.629 -3.859 1.292
H -2.050 -6.367 -0.692
H -1.006 -6.536 0.739
H -0.296 -6.111 -0.859
H -0.411 -2.631 1.877
H 0.667 -4.010 1.625
H -0.768 -4.186 2.688
C 3.731 -4.169 1.648
C 2.969 -3.678 0.575
C 2.573 -2.349 0.581
C 3.042 -1.440 1.560
C 3.845 -1.951 2.611
C 4.144 -3.306 2.670
N 2.646 -0.130 1.519
C 3.509 0.913 1.498
C 3.084 2.149 2.055
C 3.967 3.210 2.173
C 5.270 3.090 1.673
C 5.683 1.913 1.035
C 4.813 0.834 0.930
H 4.000 -5.225 1.687
H 2.690 -4.325 -0.259
H 1.895 -1.943 -0.171
H 4.225 -1.240 3.347
H 4.734 -3.687 3.504
H 2.060 2.196 2.429
H 3.642 4.130 2.663
H 5.966 3.925 1.782
H 6.691 1.831 0.627
H 5.105 -0.100 0.447


6.
18
Properties=species:S:1:pos:R:3 method="wB97M-V/def2-TZVPD" lumo_ev=0.92 smiles="CCCNC(C)=O"
C 1.286 -0.209 2.272
C 0.947 0.749 1.088
C -0.390 0.269 0.497
N -0.868 0.919 -0.711
C -0.952 0.321 -1.945
C -0.774 -1.143 -2.086
O -1.165 1.013 -2.927
H 1.927 -0.998 1.892
H 1.780 0.361 3.052
H 0.366 -0.622 2.678
H 0.990 1.795 1.366
H 1.724 0.625 0.324
H -0.428 -0.795 0.312
H -1.076 0.540 1.315
H -1.058 1.904 -0.703
H -1.401 -1.514 -2.894
H -1.145 -1.736 -1.241
H 0.237 -1.478 -2.290


7.
163
Properties=species:S:1:pos:R:3 method="wB97M-V/def2-TZVPD" charge=+1 lumo_ev=-1.81
C 15.554 11.877 10.695
C 15.546 13.217 9.928
N 14.191 13.971 10.091
C 13.301 14.329 9.124
C 12.166 14.713 9.727
N 12.414 14.564 11.066
C 13.645 14.104 11.277
C 11.560 14.941 12.209
H 15.540 12.099 11.756
H 16.547 11.453 10.506
H 14.875 11.117 10.369
H 15.514 13.003 8.882
H 16.300 13.919 10.236
H 13.584 14.404 8.117
H 11.288 15.071 9.261
H 14.094 13.865 12.221
H 11.814 15.955 12.509
H 11.852 14.385 13.113
H 10.502 14.887 11.956
C 8.748 8.722 17.002
C 9.804 9.588 16.314
N 9.160 10.781 15.731
C 7.968 10.726 14.990
C 7.595 12.009 14.865
N 8.519 12.793 15.418
C 9.450 12.028 15.991
C 8.513 14.250 15.573
H 9.104 8.013 17.702
H 8.067 8.189 16.322
H 8.150 9.314 17.644
H 10.313 9.045 15.508
H 10.501 10.072 16.991
H 7.539 9.788 14.651
H 6.691 12.316 14.365
H 10.295 12.379 16.557
H 7.999 14.728 14.729
H 9.505 14.696 15.620
H 8.101 14.528 16.541
O 12.571 15.717 15.374
C 12.492 14.523 15.964
O 13.252 14.229 16.875
O 11.611 13.786 15.406
H 13.102 16.310 15.911
F 7.869 10.649 19.910
C 8.539 11.726 19.566
C 7.930 12.930 19.254
C 8.700 14.061 18.956
C 10.066 13.948 18.893
C 10.688 12.736 19.230
C 9.946 11.642 19.530
H 6.861 12.946 19.201
H 8.166 14.958 18.681
H 10.700 14.808 18.661
H 11.757 12.723 19.416
H 10.401 10.731 19.883
F 9.454 16.823 16.741
C 9.177 17.521 15.619
C 8.085 18.343 15.591
C 7.775 19.059 14.399
C 8.425 18.822 13.260
C 9.617 18.018 13.283
C 9.929 17.331 14.438
H 7.370 18.477 16.400
H 6.899 19.655 14.418
H 8.098 19.347 12.365
H 10.258 17.952 12.414
H 10.736 16.630 14.402
F 15.714 12.301 20.414
C 14.752 12.348 21.360
C 13.726 13.331 21.232
C 12.717 13.346 22.141
C 12.761 12.542 23.280
C 13.779 11.627 23.380
C 14.843 11.556 22.466
H 13.730 13.979 20.338
H 11.956 14.101 22.010
H 12.041 12.627 24.081
H 13.818 10.957 24.220
H 15.658 10.858 22.479
F 17.693 18.543 18.322
C 17.329 17.255 18.354
C 17.134 16.572 17.153
C 16.899 15.202 17.221
C 16.708 14.522 18.436
C 16.844 15.241 19.643
C 17.161 16.591 19.590
H 17.216 17.020 16.189
H 16.902 14.604 16.312
H 16.585 13.465 18.528
H 16.628 14.741 20.596
H 17.122 17.216 20.512
F 16.532 20.060 13.633
C 15.429 19.723 14.330
C 14.230 19.605 13.612
C 13.100 19.220 14.283
C 13.131 19.008 15.667
C 14.308 19.191 16.397
C 15.471 19.594 15.696
H 14.237 19.864 12.562
H 12.160 19.162 13.751
H 12.198 18.799 16.196
H 14.313 19.047 17.485
H 16.388 19.773 16.260
F 18.153 15.509 11.235
C 17.304 15.223 12.295
C 16.408 16.222 12.718
C 15.536 15.931 13.777
C 15.463 14.615 14.260
C 16.446 13.713 13.874
C 17.375 13.973 12.850
H 16.455 17.202 12.340
H 14.844 16.728 14.124
H 14.814 14.386 15.121
H 16.566 12.757 14.395
H 18.165 13.296 12.502
F 18.257 10.939 14.476
C 18.186 10.670 15.820
C 17.017 11.065 16.480
C 16.905 10.746 17.855
C 17.907 10.115 18.516
C 19.059 9.735 17.808
C 19.204 9.986 16.452
H 16.147 11.485 16.023
H 16.012 11.025 18.438
H 17.857 9.938 19.603
H 19.841 9.170 18.277
H 20.044 9.734 15.824
F 10.236 9.224 12.893
C 11.549 9.529 12.860
C 12.040 10.629 13.544
C 13.441 10.826 13.600
C 14.249 9.908 12.992
C 13.749 8.841 12.251
C 12.369 8.613 12.200
H 11.406 11.419 13.968
H 13.878 11.642 14.157
H 15.313 10.058 13.042
H 14.475 8.061 11.918
H 11.990 7.732 11.661
F 10.711 18.941 21.133
C 11.508 18.161 20.432
C 12.745 17.778 20.924
C 13.560 16.964 20.169
C 13.126 16.455 18.922
C 11.912 16.811 18.454
C 11.093 17.628 19.217
H 13.072 18.171 21.888
H 14.563 16.822 20.558
H 13.681 15.769 18.292
H 11.583 16.410 17.497
H 10.160 17.886 18.778
F 13.318 7.478 20.060
C 13.283 8.378 19.094
C 13.195 7.885 17.775
C 13.100 8.800 16.726
C 13.123 10.179 17.021
C 13.236 10.592 18.369
C 13.283 9.677 19.402
H 13.093 6.824 17.643
H 13.042 8.447 15.683
H 12.999 10.972 16.265
H 13.396 11.678 18.573
H 13.398 10.054 20.434


8.
16
Properties=species:S:1:pos:R:3 method="wB97M-V/def2-TZVPD" charge=+1 lumo_ev="-5.37 / -5.61"
C -0.687 -1.584 1.065
C 0.597 -1.315 0.382
C -0.874 0.445 0.388
C 0.132 -0.234 -1.726
N -1.474 -0.478 0.986
N 0.328 -0.043 -0.337
Se 0.172 3.341 1.965
H -0.884 -2.334 1.797
H 1.434 -1.248 1.040
H 0.802 -2.172 -0.325
H -1.260 1.411 -0.094
H -0.172 0.597 -2.263
H 0.854 -0.753 -2.437
H -0.673 -0.936 -1.845
H 1.193 0.581 -0.293
H 0.511 4.721 1.695


M? In order: 106.0 468.5 71.1 947.4 861.8 101.1 1244.4 164.1 g/mol.